one:
Formula: C23H27N3O5S
Source: the Open Molecules 2025 dataset
Level of theory: the ωB97M-V functional and the def2-TZVPD basis

Its LUMO energy is 0.42 eV. As for the HOMO energy: -8.70 eV. The value obtained for the gap between HOMO and LUMO is 9.12 eV. Its SMILES is COc1ccccc1[C@@H](CNC(=O)c1ccc(S(=O)(=O)NCc2ccco2)cc1)N(C)C.

CARTESIAN COORDINATES (ANGSTROEM)
H: -4.14 -0.41 -3.62
S: 6.32 -0.58 0.58
O: 7.07 -0.86 -0.62
H: -7.61 -0.33 1.15
H: -1.59 2.70 -0.56
H: 5.15 -2.37 -1.31
C: -4.83 -0.38 -2.78
C: 2.05 -1.97 0.02
H: -5.46 0.51 -2.85
O: 3.63 0.83 -1.70
C: -6.54 -0.35 1.05
C: -2.20 1.81 -0.47
C: -1.61 -1.25 -0.41
H: -3.71 -0.46 2.86
C: 0.62 -2.31 -0.26
C: 3.04 -2.45 -0.83
H: -1.87 -0.90 -1.41
H: 5.94 2.75 -0.55
H: -1.16 2.62 1.75
C: 3.71 -0.78 1.30
C: 2.39 -1.15 1.10
H: 1.62 -0.80 1.77
O: 0.23 -3.43 -0.52
H: -2.16 1.27 -1.41
H: -1.89 -0.77 1.63
H: -2.74 1.93 2.18
C: -5.72 -0.40 2.16
C: 2.29 0.91 -1.62
C: 1.91 1.75 -0.62
H: 1.73 0.34 -2.33
H: 2.77 -3.11 -1.64
H: 4.00 -0.15 2.12
C: 4.13 1.63 -0.73
H: -3.24 2.12 -0.29
H: -6.64 -0.32 -1.07
H: 6.10 1.18 -1.40
N: -1.67 0.98 0.59
H: -1.95 -2.28 -0.31
C: -1.72 1.69 1.86
C: -4.60 -0.37 -0.40
C: 4.36 -2.06 -0.64
O: -4.01 -0.35 -1.63
C: 4.67 -1.22 0.41
H: 0.20 -0.31 -0.03
H: -1.24 1.09 2.63
N: -0.18 -1.22 -0.23
C: -4.35 -0.42 1.99
C: -3.76 -0.40 0.73
O: 6.89 -0.95 1.84
C: 5.62 1.70 -0.56
C: 3.12 2.22 -0.04
H: 0.91 2.00 -0.33
H: 6.76 1.52 1.17
H: 3.21 2.90 0.78
H: -6.15 -0.41 3.15
C: -5.98 -0.34 -0.22
N: 6.00 1.07 0.70
C: -2.24 -0.37 0.68
H: -5.46 -1.28 -2.80

Mulliken atomic charge list, values in e, 8 entries:
1 H 0.240
2 S 1.424
3 O -0.683
4 H 0.389
5 H 0.462
6 H 0.496
7 C -1.089
8 C 0.639

---

two:
Formula: C23H27N3O5S
Source: the Open Molecules 2025 dataset
Level of theory: the ωB97M-V functional and the def2-TZVPD basis

Its LUMO energy is 0.16 eV. As for the HOMO energy: -8.06 eV. The value obtained for the gap between HOMO and LUMO is 8.22 eV. Its SMILES is CCOc1ccc(N2C[C@H](C(=O)Nc3ccc(S(=O)(=O)N4CCCC4)cc3)CC2=O)cc1.

CARTESIAN COORDINATES (ANGSTROEM)
N: 0.02 -0.91 3.99
C: 1.86 0.39 4.94
H: -1.66 -2.08 0.39
H: -2.84 -1.46 4.73
H: 1.15 1.12 5.30
O: -2.89 0.04 -5.99
H: 0.64 0.03 -7.26
C: 6.45 -1.05 4.73
C: 6.47 -2.20 5.73
H: 0.54 2.13 -8.42
C: -2.27 1.25 -2.47
N: -1.87 -1.09 0.36
C: 0.38 1.77 -5.20
H: 3.56 1.41 5.72
N: -0.48 0.69 -5.65
H: -2.40 1.45 -0.34
H: 7.30 -2.87 5.49
C: -0.28 0.60 -7.08
H: -1.11 2.43 -7.86
H: -0.28 3.63 -6.09
C: 3.20 0.55 5.18
O: 5.44 -0.10 5.02
H: 2.01 -2.55 3.27
C: 0.39 2.81 -6.33
H: -0.32 -2.85 3.25
H: 1.39 3.21 -6.49
H: -1.12 0.07 -7.52
H: -2.50 2.28 -2.69
C: -2.04 0.38 -3.52
H: -2.50 -2.34 2.53
C: -0.43 -1.80 2.94
H: 5.54 -2.77 5.69
C: -1.00 -0.36 4.71
H: -2.93 0.10 3.89
C: -2.09 -0.48 1.56
C: -1.93 -0.56 -0.92
H: -1.58 -1.60 -4.14
C: -2.22 0.79 -1.17
C: -1.75 -0.95 -3.29
C: 4.13 -0.39 4.74
C: 1.39 -0.74 4.25
H: 7.38 -0.48 4.80
H: 4.36 -2.26 3.68
H: 6.61 -1.82 6.73
H: 1.38 1.36 -5.03
H: -1.48 -2.46 -1.81
H: -0.01 2.17 -4.26
C: -1.91 -1.45 2.74
C: -2.31 -0.79 4.06
C: -1.70 -1.42 -2.00
H: 6.35 -1.42 3.70
H: 0.17 -1.64 2.04
O: -2.37 0.69 1.70
C: 2.32 -1.67 3.81
O: -2.45 2.34 -5.23
O: -0.90 0.32 5.70
S: -2.09 0.95 -5.21
C: 3.68 -1.50 4.05
C: -0.14 2.05 -7.57

Mulliken atomic charge list, values in e, 8 entries:
1 N 0.180
2 C -0.467
3 H 0.213
4 H 0.347
5 H 0.418
6 O -0.790
7 H 0.347
8 C -0.422

---

Least stable: one

---

one:
Formula: C2H2Cl2N2
Source: the Open Molecules 2025 dataset
Level of theory: the ωB97M-V functional and the def2-TZVPD basis

Its LUMO energy is 0.00 eV. As for the HOMO energy: -10.46 eV. The value obtained for the gap between HOMO and LUMO is 10.46 eV. Its SMILES is ClCC1(Cl)N=N1.

CARTESIAN COORDINATES (ANGSTROEM)
Cl: -1.81 0.02 -1.26
H: 1.06 0.19 -1.25
H: 1.62 0.54 0.12
C: 0.84 -0.15 -0.26
Cl: 1.21 -1.87 0.00
C: -0.66 0.16 0.10
N: -1.07 1.14 1.12
N: -1.19 -0.04 1.43

Want to see where the charge sits? The Mulliken charges in e are:
1 Cl -0.206
2 H 0.294
3 H 0.327
4 C -0.508
5 Cl -0.151
6 C 0.664
7 N -0.242
8 N -0.179

---

two:
Formula: C2H2Cl2N2
Source: the Open Molecules 2025 dataset
Level of theory: the ωB97M-V functional and the def2-TZVPD basis

Its LUMO energy is -0.06 eV. As for the HOMO energy: -8.73 eV. The value obtained for the gap between HOMO and LUMO is 8.67 eV.

CARTESIAN COORDINATES (ANGSTROEM)
N: 1.04 0.43 0.01
C: 2.22 0.44 0.24
Cl: -1.36 -1.86 -0.31
H: -2.33 0.49 -0.54
H: -1.53 -0.09 1.12
Cl: 3.62 -0.02 -0.44
N: -0.19 0.71 -0.15
C: -1.47 -0.10 0.07

Want to see where the charge sits? The Mulliken charges in e are:
1 N 0.401
2 C 0.212
3 Cl -0.188
4 H 0.276
5 H 0.273
6 Cl -0.053
7 N -0.743
8 C -0.178

---

Least stable: two

---

one:
Formula: C4H5NOS
Source: the Open Molecules 2025 dataset
Level of theory: the ωB97M-V functional and the def2-TZVPD basis

Its LUMO energy is 0.46 eV. As for the HOMO energy: -8.87 eV. The value obtained for the gap between HOMO and LUMO is 9.33 eV. Its SMILES is C1=NSC[C@H]2O[C@H]12.

CARTESIAN COORDINATES (ANGSTROEM)
H: -0.20 -0.85 -2.53
O: 2.10 0.65 -0.63
C: -0.14 -0.81 -1.36
C: 0.90 0.99 0.01
H: 0.39 1.75 -0.55
S: -1.44 -0.17 0.88
H: 0.79 -0.32 1.79
C: 1.05 -0.40 -0.74
C: 0.36 0.54 1.36
H: 0.32 1.58 1.89
H: 1.26 -1.11 -0.01
N: -1.32 -0.77 -0.74

Mulliken atomic charge list, values in e, 8 entries:
1 H 0.294
2 O -0.383
3 C -0.084
4 C -0.016
5 H 0.379
6 S 0.022
7 H 0.406
8 C -0.285

---

two:
Formula: C4H5NOS
Source: the Open Molecules 2025 dataset
Level of theory: the ωB97M-V functional and the def2-TZVPD basis

Its LUMO energy is 0.16 eV. As for the HOMO energy: -8.33 eV. The value obtained for the gap between HOMO and LUMO is 8.49 eV.

CARTESIAN COORDINATES (ANGSTROEM)
H: -1.10 0.60 2.86
C: 0.21 -2.01 -1.29
H: 0.53 0.92 1.92
H: 0.98 0.41 -2.55
N: -0.17 -2.83 -2.01
O: 0.45 1.88 -1.18
H: 1.16 -0.89 0.25
C: -0.65 0.79 1.83
S: -1.22 -0.54 0.69
C: 0.18 -0.91 -0.35
C: 0.59 0.81 -1.65
H: -0.96 1.78 1.48

Mulliken atomic charge list, values in e, 8 entries:
1 H 0.313
2 C 0.089
3 H 0.226
4 H 0.361
5 N -0.397
6 O -0.332
7 H 0.297
8 C -0.722

---

Least stable: one